103
Properties=species:S:1:pos:R:3:forces:R:3 method="wB97M-V/def2-TZVPD" lumo_ev="-0.006 / -0.007" fmax_ev_per_a=0.4 multiplicity=2 total_charge=0 orbital_gap_ha="0.297 / 0.337"
H 4.0543 3.0180 3.3050 -0.05 0.03 0.05
C 2.9172 1.5876 2.1889 0.07 -0.03 -0.09
H -2.5092 0.9062 -4.5785 0.01 -0.02 0.06
H -0.3206 1.0804 -3.5258 0.00 0.00 0.08
C -0.4010 -6.6157 0.9166 -0.02 0.06 0.05
C -3.9640 -2.3804 2.5889 -0.03 -0.06 0.09
H 2.6347 -1.0762 2.4247 0.03 -0.02 -0.04
H 1.7957 -6.6654 -0.4344 -0.03 0.01 0.01
H -0.8904 6.2460 -4.4632 -0.06 -0.01 0.00
H 1.0718 1.7420 -5.2773 0.02 0.10 0.00
H -0.5124 1.9752 -2.0424 0.07 0.02 -0.02
H 4.7046 5.8220 5.2886 0.01 -0.02 -0.02
C -2.5588 -1.8270 2.5281 -0.06 -0.01 0.01
H -3.2951 -1.2499 0.0124 -0.01 0.01 0.07
H -0.6698 1.4780 2.1835 -0.01 0.02 0.01
H 1.8860 -0.9164 4.0244 0.00 0.01 0.00
N 1.6738 2.1256 -4.5558 -0.01 -0.01 -0.04
H -5.7895 -3.2332 0.9296 0.01 0.02 -0.02
H 0.6132 2.9851 -0.5298 0.08 -0.03 0.04
O 1.3376 2.3911 -0.7768 -0.14 -0.04 0.01
C -6.0205 -2.2954 1.4480 -0.08 0.00 0.08
H 0.1440 4.8402 -3.2730 -0.04 0.01 0.03
C -0.3900 -5.1138 0.7536 -0.11 0.04 -0.04
H 1.0924 -9.6203 -0.1645 -0.03 0.03 0.01
H -4.2865 -2.3809 3.6404 -0.06 -0.03 -0.02
H -2.1767 5.5347 -5.4611 0.03 0.01 -0.04
H 1.0854 -0.2265 2.5901 0.00 0.00 0.03
O -2.3444 0.9341 1.0843 0.01 -0.09 0.10
H -1.4096 -6.8971 1.2294 0.04 -0.03 0.08
H 0.4547 -3.5284 -1.1315 0.02 -0.02 0.00
C 2.0531 -0.4130 3.0740 0.04 -0.10 -0.06
H -0.5723 0.0355 0.5050 0.00 -0.04 0.00
O -2.4690 3.2020 -5.8190 0.11 -0.03 0.02
C 1.1780 -7.5384 -0.6564 0.04 -0.04 0.01
P 2.1772 2.8198 -2.1104 -0.04 0.07 0.02
C 1.7399 3.5455 4.4070 0.02 0.03 0.07
C 2.0974 -9.7672 2.0821 0.10 -0.05 0.00
H 2.9414 -10.3999 1.7814 0.01 0.02 -0.03
H -1.6627 0.5000 -0.8150 0.04 0.02 0.00
C -0.4043 2.0936 -3.1220 -0.24 -0.15 -0.05
H 2.7119 -9.0133 -0.5682 0.01 -0.05 0.04
H 0.5134 -2.6059 0.3867 0.00 -0.01 0.03
H 2.0203 1.5656 1.5594 -0.03 0.02 0.02
H -3.9583 -3.4214 2.2397 0.03 0.01 -0.03
O 2.0461 -8.5725 1.3409 -0.17 0.09 0.02
H 5.7112 4.5276 5.9820 0.00 0.01 0.01
H 0.3056 -6.9176 1.6931 0.02 -0.02 -0.03
H -0.7447 6.1973 -6.2193 0.10 -0.01 0.04
H -6.6391 -2.5298 2.3227 0.02 0.01 0.02
H 2.4981 5.4545 5.0090 0.01 -0.02 -0.04
C 0.5440 4.2268 -4.0754 0.26 -0.01 -0.16
O 2.1146 3.7438 3.0543 -0.04 -0.04 -0.04
C -1.5442 1.9193 1.6902 0.07 0.07 -0.01
H -1.1850 2.6668 0.9689 -0.04 -0.02 -0.03
H 2.0215 -3.2027 -0.3545 0.00 0.02 0.01
H 2.2051 1.3513 -4.1709 -0.09 0.00 0.08
O 2.7358 0.7865 3.3406 -0.13 0.13 0.08
C -0.4395 4.2458 -5.2592 -0.32 -0.16 0.22
H -0.8361 -4.6566 1.6461 0.03 0.06 -0.01
H -2.7521 0.9883 -2.8182 -0.01 0.03 -0.01
H -1.7605 -1.8289 -0.6681 -0.06 0.01 -0.02
C 0.8860 2.8432 -3.5304 0.12 -0.08 -0.07
H 1.1751 -10.3481 1.9673 -0.01 0.02 0.01
H 3.5584 3.5464 1.6850 0.05 -0.06 0.00
C -2.2914 3.7798 -2.6978 -0.05 -0.04 -0.01
H 1.4632 4.7121 -4.4088 -0.03 0.02 0.05
H 1.1656 -7.6981 -1.7372 0.05 0.08 -0.01
O -0.1742 -7.3221 -0.2923 0.01 0.00 0.00
C 0.9730 -3.4306 -0.1690 0.01 0.10 0.05
H -3.7609 1.9495 -3.9110 0.05 0.03 -0.01
C 4.7142 4.9635 5.9699 0.00 0.02 0.11
O 3.8240 3.9610 5.5431 0.01 -0.03 -0.19
H 0.1171 2.8117 -6.8208 0.02 0.00 0.07
C -1.0987 5.6454 -5.3493 0.05 -0.02 0.00
H -2.5610 -0.7610 2.7654 -0.03 0.00 -0.04
C 3.2359 3.0108 2.5810 0.02 0.04 0.00
H 1.8288 2.4968 4.6977 0.02 0.00 -0.03
H -1.9740 -2.3539 3.2858 0.02 0.06 0.02
H 0.6893 3.8421 4.4633 -0.02 -0.08 0.02
C 2.4985 4.4211 5.3784 -0.05 0.08 0.05
O 0.9276 -4.6364 0.5559 0.02 -0.14 -0.11
H 1.9681 4.4070 6.3419 0.04 0.04 0.03
H 2.2207 -9.4946 3.1284 0.00 -0.01 0.00
C -2.2164 -1.3022 0.1746 0.03 0.08 -0.05
C 1.7811 -8.7763 -0.0325 0.03 -0.09 -0.06
H -0.2851 4.3999 -7.4228 -0.03 -0.04 0.04
H 1.2659 4.1339 -6.6095 -0.04 0.06 0.00
O -1.8888 -2.0893 1.3057 0.06 -0.06 0.03
H -1.0179 -4.8369 -0.1028 -0.01 -0.04 0.00
H 3.7567 1.2037 1.5893 -0.05 -0.06 -0.02
C -1.6265 0.0903 0.2039 0.05 0.03 -0.04
C 0.2068 3.8758 -6.6043 0.05 0.01 -0.15
C -2.7554 1.5654 -3.7457 -0.08 -0.08 -0.05
C -1.7334 2.6887 -3.6323 0.26 0.08 -0.08
N -1.4999 3.2299 -4.9947 -0.15 0.20 0.03
H -2.1520 2.4280 2.4358 -0.02 0.01 -0.02
H -2.9614 4.4375 -3.2541 -0.01 -0.03 0.04
H -6.5871 -1.6476 0.7822 -0.01 -0.01 0.00
I 2.5180 5.1928 -1.5442 0.07 0.07 -0.03
H -1.5180 4.3882 -2.2295 0.01 0.03 -0.05
H 4.4742 5.3221 6.9783 -0.03 -0.02 0.00
H -2.8728 3.3133 -1.8987 0.06 -0.02 0.00
O -4.8467 -1.6056 1.8059 0.11 0.00 -0.13